{
  "formula": "C3H8N2",
  "method": "ωB97M-V/def2-TZVPD",
  "relative_energy_kj_mol": 162.9,
  "e_tot_ha": -228.58662,
  "fmax_ev_per_a": 2.76,
  "charge": 0,
  "multiplicity": 1,
  "orbital_gap_ha": 0.367,
  "symbols": ["H", "N", "C", "N", "C", "C", "H", "H", "H", "H", "H", "H", "H"],
  "positions_angstrom": [[0.6327, -2.5416, -0.4936], [-0.1391, -2.5969, 0.2667], [-0.1393, -1.4030, 0.7871], [0.6855, -0.3554, 0.5023], [0.2351, 0.9690, 0.3936], [-0.5244, 1.1780, -0.9522], [-0.8474, -1.1242, 1.6138], [1.4634, -0.6350, -0.0520], [1.1043, 1.6181, 0.4209], [-0.4006, 1.2330, 1.3346], [-1.4311, 0.5808, -1.0637], [0.1059, 0.8313, -1.7790], [-0.7450, 2.2458, -0.9784]]
}